Record 1
# C5H8N2

C5H8N2 in the gas phase (the ωB97M-V functional and the def2-TZVPD basis, the Open Molecules 2025 dataset).

Calculated values
E_HOMO (eV): -8.059
LUMO (eV): -0.0949
Charge: 0
Gap between HOMO and LUMO (eV): 7.96
Relative energy (zero: lowest compared OMol25 entry of this formula, charge and spin) (kJ/mol): 396.7

Each line ends with the Mulliken charge.
Cartesian coordinates (Å):
N  0.14671  0.31901  -2.08777  -0.618
N  -2.03140  1.01912  -1.40092  -0.482
C  -0.52747  -0.00367  0.16432  -0.512
C  1.97117  -0.43347  -0.02150  -0.606
C  -0.77096  0.46319  -1.19945  0.470
C  1.02338  -0.74911  2.01076  -1.391
C  0.70179  -0.39885  0.55040  0.934
H  2.30881  -1.46782  -0.21098  0.235
H  0.20091  -1.36043  2.38381  0.349
H  1.10403  0.17641  2.58388  0.286
H  -0.11954  0.75003  -2.97607  0.197
H  -2.46005  1.44285  -0.59044  0.219
H  1.95512  -1.31223  2.15294  0.410
H  -1.34002  -0.00708  0.88437  0.280
H  -2.16248  1.56205  -2.24335  0.228

Record 2
# C5H8N2

C5H8N2 in the gas phase in a non-equilibrium geometry (the ωB97M-V functional and the def2-TZVPD basis, the Open Molecules 2025 dataset).

Calculated values
SMILES: C1=NN2C[C@@H]2CC1
E_HOMO (eV): -8.636
LUMO (eV): 1.0411
Charge: 0
Gap between HOMO and LUMO (eV): 9.68
Relative energy (zero: lowest compared OMol25 entry of this formula, charge and spin) (kJ/mol): 650.2

Each line ends with the Mulliken charge.
Cartesian coordinates (Å):
N  -0.67564  -0.62557  -0.42075  -0.155
N  0.33526  -1.61601  -0.06243  -0.565
C  -0.77518  0.57995  0.43528  -0.084
C  0.24351  1.46236  -0.18840  -0.591
C  1.32307  -0.83744  0.22002  -0.047
C  -2.05281  -0.02931  0.07961  -0.638
C  1.52428  0.61905  -0.07430  -0.360
H  -0.13312  1.11793  -1.29998  0.284
H  2.27635  0.86771  -0.85188  0.340
H  2.00959  1.18552  0.91321  0.191
H  -0.79384  0.77787  1.49360  0.317
H  -2.51204  -0.31505  0.86478  0.418
H  -2.63066  0.04078  -0.99807  0.229
H  0.34044  2.65337  -0.03779  0.290
H  2.24872  -1.40468  0.46515  0.371

Record 3
# C5H8N2

C5H8N2 in the gas phase in a non-equilibrium geometry (the ωB97M-V functional and the def2-TZVPD basis, the Open Molecules 2025 dataset).

Calculated values
SMILES: C[C@H]1CN1CC#N
E_HOMO (eV): -9.691
LUMO (eV): 0.9556
Charge: 0
Gap between HOMO and LUMO (eV): 10.65
Relative energy (zero: lowest compared OMol25 entry of this formula, charge and spin) (kJ/mol): 194.7

Each line ends with the Mulliken charge.
Cartesian coordinates (Å):
N  0.31000  0.39485  0.60923  -0.284
N  2.18784  -0.73070  -1.76278  -0.500
C  -1.81880  -1.00758  0.55887  -1.347
C  -0.43576  1.13786  -0.39703  -0.472
C  1.77083  0.35355  0.52402  -0.505
C  2.26977  -0.30506  -0.68680  0.440
C  -0.67448  -0.32971  -0.17712  0.225
H  -0.32720  -0.91652  -1.02384  0.367
H  2.09587  1.38556  0.43646  0.288
H  0.10397  1.41507  -1.35860  0.288
H  2.19274  -0.10186  1.40792  0.296
H  -2.15138  -0.43709  1.42902  0.342
H  -2.67782  -1.17491  -0.10398  0.331
H  -1.48056  -1.99349  0.90732  0.284
H  -1.13893  1.84177  0.07427  0.247